38
Properties=species:S:1:pos:R:3:forces:R:3 method="wB97M-V/def2-TZVPD" gap_ha=0.3122 mol_weight_g_mol=343.20 total_charge=+1 total_energy_ev=-94451.2524 lumo_ev=-2.67 homo_energy_ev=-11.16
Be -0.1360 0.2858 0.1157 0.151 0.065 0.589
C -1.5715 -0.7705 2.1872 -0.094 0.077 0.013
O -0.6022 0.2231 1.7461 0.045 0.023 0.105
C -0.7179 1.5337 2.3438 -0.141 -0.138 -0.107
C -0.8838 2.4985 1.1858 0.122 -0.025 -0.095
O -0.0395 2.0135 0.1105 0.028 0.126 -0.034
C 1.3445 2.4502 0.1100 -0.181 -0.060 0.025
C 2.0702 1.3196 -0.5814 -0.048 -0.109 0.147
O 1.5863 0.0929 0.0196 -0.044 0.178 -0.103
C 2.3909 -0.4255 1.1016 -0.044 0.066 -0.036
H -1.5211 -0.8481 3.2699 0.049 0.006 0.029
H -1.2913 -1.7112 1.7261 0.024 0.007 -0.038
H -2.5645 -0.4834 1.8491 -0.009 -0.019 -0.043
H 0.1782 1.7201 2.9324 0.086 -0.007 0.008
H -1.5850 1.5742 2.9998 -0.002 -0.046 0.044
H -0.6171 3.5181 1.4508 0.034 0.070 -0.038
H -1.8959 2.4794 0.7910 -0.033 -0.037 -0.046
H 1.6825 2.5902 1.1380 0.018 -0.021 0.030
H 1.4325 3.3869 -0.4351 -0.034 0.059 -0.017
H 3.1503 1.3989 -0.4878 0.044 -0.045 0.027
H 1.7993 1.2709 -1.6337 -0.020 -0.030 -0.043
H 3.3878 -0.6342 0.7235 0.035 -0.014 -0.023
H 1.9234 -1.3466 1.4327 -0.037 -0.014 -0.010
H 2.4402 0.2857 1.9275 -0.011 0.004 -0.013
Br -1.2249 -4.6904 -6.2066 0.004 -0.032 -0.040
C -1.4466 -3.5964 -4.6884 -0.001 -0.005 -0.004
C -0.3338 -3.0027 -4.1139 0.023 0.067 0.071
C -0.5021 -2.1950 -3.0000 0.062 -0.006 -0.031
C -1.7680 -1.9904 -2.4638 -0.006 0.006 0.087
C -2.8718 -2.5970 -3.0524 -0.089 -0.066 -0.033
C -2.7175 -3.4010 -4.1694 -0.050 0.037 0.048
C -1.9920 -1.1432 -1.2581 -0.078 0.317 0.057
O -3.0707 -1.0217 -0.7279 -0.089 -0.052 0.124
O -0.9210 -0.5010 -0.8114 0.249 -0.373 -0.639
H 0.6479 -3.1709 -4.5345 -0.013 0.004 0.005
H 0.3569 -1.7223 -2.5423 -0.014 -0.015 -0.006
H -3.8516 -2.4301 -2.6228 0.042 -0.013 -0.025
H -3.5724 -3.8729 -4.6341 0.023 0.014 0.015

***

15
Properties=species:S:1:pos:R:3:forces:R:3 method="wB97M-V/def2-TZVPD" gap_ha="0.3068 / 0.3068" mol_weight_g_mol=83.13 total_charge=0 total_energy_ev=-6817.3582 lumo_ev="0.77 / 0.77" homo_energy_ev="-7.58 / -7.58"
C -0.8733 -0.7218 1.7224 1.584 1.450 -3.829
C 0.9962 0.1009 0.9809 -0.342 -0.032 -0.413
C -0.0360 0.0331 -0.2115 -1.071 -1.079 3.007
C 0.2045 -1.0078 -1.2503 -0.117 -0.052 0.059
C -0.6142 1.3327 -0.6583 -0.109 -0.053 0.059
N 0.2721 -0.4097 2.1149 0.323 -0.122 1.013
H -1.7067 -1.1345 2.2522 -0.433 -0.250 0.424
H 1.8822 -0.5145 0.7916 -0.004 0.053 -0.006
H 1.3367 1.1236 1.1760 0.017 -0.032 -0.028
H -0.6961 -1.1791 -1.8381 -0.012 -0.017 -0.064
H 0.5131 -1.9495 -0.8010 0.030 -0.028 -0.017
H 0.9927 -0.6860 -1.9393 0.083 0.078 -0.065
H -0.9280 1.9346 0.1930 0.016 0.046 -0.027
H -1.4710 1.1692 -1.3094 -0.054 0.044 -0.049
H 0.1278 1.9088 -1.2231 0.090 -0.005 -0.066

***

66
Properties=species:S:1:pos:R:3:forces:R:3 method="wB97M-V/def2-TZVPD" gap_ha="0.2536 / 0.2554" mol_weight_g_mol=692.15 total_charge=0 total_energy_ev=-111923.9088 multiplicity=2 lumo_ev="-0.06 / -0.36" homo_energy_ev="-6.96 / -7.31"
Cu 0.8282 -0.3023 -0.6852 0.064 0.957 -0.119
C 0.0265 -3.9698 1.4905 0.345 -0.089 -0.030
C 0.1952 -3.0556 0.3045 0.985 0.836 1.122
N 0.9881 -2.0063 0.4304 -1.083 -0.027 -1.150
N 1.6941 -1.8384 1.5658 0.686 -0.892 1.218
C 1.9335 -0.6496 1.9686 -0.715 0.402 -0.491
S 1.1862 0.7799 1.2264 1.009 0.516 0.379
S 2.9988 -0.4725 3.3464 0.078 -0.037 0.528
C 1.9183 0.5313 4.4592 0.310 -0.326 -0.498
C 1.8901 1.9860 4.1258 -0.108 0.223 0.111
C 3.0711 2.7168 4.0972 -0.161 -0.045 0.030
C 3.0457 4.0685 3.8136 0.109 0.045 0.007
C 1.8434 4.7037 3.5497 -0.046 0.105 -0.060
C 0.6659 3.9763 3.5525 -0.119 0.064 -0.025
C 0.6884 2.6241 3.8428 0.132 0.007 0.247
C -0.5743 -3.2612 -0.8788 -0.298 0.164 -0.692
C -1.4513 -4.3652 -0.9582 -0.015 0.062 0.058
C -2.2434 -4.6027 -2.0501 -0.138 -0.308 0.184
C -2.2023 -3.7199 -3.1325 0.028 0.272 0.071
C -1.3852 -2.6239 -3.0887 -0.104 -0.101 -0.336
C -0.5227 -2.3570 -1.9949 0.216 -0.175 -0.002
O 0.2541 -1.3399 -2.0934 -0.767 -1.025 -0.946
H 0.7476 -3.6930 2.2572 -0.098 -0.086 -0.004
H 0.2057 -5.0035 1.2045 -0.071 -0.093 0.019
H -0.9858 -3.9030 1.8961 -0.037 -0.034 -0.048
H 2.3424 0.3580 5.4493 -0.074 -0.045 -0.012
H 0.9214 0.0954 4.4114 -0.021 -0.017 0.176
H 4.0091 2.2135 4.2855 0.090 -0.010 0.004
H 3.9710 4.6233 3.7913 0.080 0.100 0.010
H 1.8207 5.7635 3.3404 0.029 0.049 -0.064
H -0.2715 4.4600 3.3129 -0.031 0.040 0.042
H -0.2373 2.0611 3.8579 -0.010 -0.052 -0.025
H -1.5071 -5.0523 -0.1283 0.017 -0.081 0.080
H -2.8937 -5.4651 -2.0740 -0.015 -0.052 0.023
H -2.8340 -3.8947 -3.9918 -0.016 0.005 -0.103
H -1.3373 -1.9296 -3.9158 0.023 0.068 -0.031
I 3.3569 -0.3795 -2.0505 0.003 0.338 -0.335
C 2.2484 0.7663 -3.4619 0.541 -0.334 -0.010
C 2.7938 0.8468 -4.7136 0.157 -0.210 0.347
C 2.1933 1.6429 -5.6960 -0.238 0.214 -0.104
C 1.0742 2.3610 -5.3910 0.122 -0.082 -0.184
C 0.4830 2.2703 -4.1143 0.212 -0.163 0.156
C -0.6968 2.9849 -3.8259 -0.264 0.085 0.097
C -1.3135 2.8465 -2.6179 -0.139 0.171 -0.215
C -0.7771 1.9854 -1.6480 0.526 -0.172 -0.012
C 0.3912 1.2937 -1.8620 -0.030 -0.504 0.673
C 1.0554 1.4325 -3.1075 -0.364 0.353 -0.102
H 3.6949 0.3014 -4.9453 0.097 -0.037 -0.017
H 2.6288 1.6844 -6.6831 0.039 0.040 -0.082
H 0.6054 2.9923 -6.1329 -0.029 0.070 -0.070
H -1.1104 3.6296 -4.5896 -0.038 0.042 -0.051
H -2.2304 3.3798 -2.4101 -0.094 0.115 -0.009
H -1.3064 1.8742 -0.7093 -0.055 0.000 0.172
N -2.7976 -0.8703 -0.0722 -0.280 0.057 -0.268
C -3.4421 -1.0642 1.2145 0.013 0.089 0.193
C -2.5773 -0.3008 2.2400 -0.289 -0.072 -0.008
N -1.1905 -0.6683 1.9248 0.546 0.152 -0.005
H -2.9920 -1.5951 -0.7488 0.006 -0.079 -0.044
H -1.2670 -0.9264 0.9056 0.178 -0.018 0.361
H -3.0293 0.0280 -0.4759 0.043 0.014 -0.157
H -3.4167 -2.1322 1.4518 -0.055 0.067 -0.012
H -4.4815 -0.7259 1.2598 0.055 -0.031 0.050
H -2.8416 -0.5478 3.2695 0.082 0.044 -0.097
H -2.6927 0.7763 2.0976 0.033 -0.040 0.022
H -0.8502 -1.4774 2.4455 -0.086 0.162 -0.060
H -0.3118 0.1363 1.8559 -0.967 -0.691 0.097

***

97
Properties=species:S:1:pos:R:3:forces:R:3 method="wB97M-V/def2-TZVPD" gap_ha="0.1481 / 0.1800" mol_weight_g_mol=1072.91 total_charge=-1 total_energy_ev=-111578.1984 multiplicity=7 lumo_ev="1.03 / 0.91" homo_energy_ev="-3.00 / -3.99"
Eu 1.0051 0.4399 0.0536 0.889 2.740 0.000
C 7.2462 -2.4249 -0.3087 -0.274 0.167 -0.021
C 6.7135 -3.3967 0.5678 -0.365 0.209 -0.037
C 5.3762 -3.3414 0.9781 0.947 -0.258 -0.194
C 4.6147 -2.2932 0.5005 -0.722 -0.394 0.196
C 3.1883 -1.9787 0.6434 2.174 -0.533 0.752
N 2.3367 -2.7804 1.1989 -2.735 0.498 -0.668
C 0.9698 -2.6347 1.0523 4.026 -1.880 1.391
C 0.1168 -3.7018 1.3303 -0.168 -2.067 0.638
C 0.3710 -4.9612 1.8785 -1.070 0.030 -0.130
C -0.7228 -5.8340 1.9574 0.032 0.213 -0.107
C -1.9994 -5.4651 1.4893 0.111 0.072 0.160
C -2.2401 -4.2067 0.9209 0.735 -0.064 0.192
C -1.1492 -3.3359 0.8661 0.414 -7.277 -1.134
C -1.0233 -2.0586 0.3212 1.653 -1.651 -7.127
N -2.0573 -1.5133 -0.4157 0.699 -3.750 -3.450
C -1.8970 -0.5088 -1.2169 -4.010 -1.834 -0.890
N -0.8383 0.3197 -1.3844 5.636 -2.937 -1.865
C -0.9380 1.0021 -2.4771 -0.786 2.961 -4.449
N -0.0314 1.8440 -3.0900 0.482 -0.312 0.292
C 1.2458 1.8788 -2.8228 -1.724 0.744 -0.788
N 1.9274 1.2058 -1.8914 -0.390 -1.726 0.913
C 3.2457 1.2956 -2.0933 0.886 -0.229 0.581
N 4.2116 0.6104 -1.5436 0.070 -0.260 0.366
C 4.0344 -0.4382 -0.6628 2.102 1.166 -1.351
N 2.9910 -0.8001 0.0072 -2.385 0.204 -0.260
C 5.1396 -1.3434 -0.3694 -0.274 0.403 -0.049
C 6.4522 -1.3791 -0.7916 0.668 -0.570 0.148
C 3.4608 2.2976 -3.1313 0.632 0.244 -0.464
C 4.6182 2.8004 -3.6911 -0.073 0.366 -0.435
C 4.4770 3.7128 -4.7430 -0.405 -0.065 0.084
C 3.1976 4.0862 -5.2091 0.170 -0.266 0.313
C 2.0404 3.5525 -4.6301 0.513 0.209 -0.253
C 2.2082 2.6634 -3.5877 -0.123 0.418 -0.668
C -2.2491 0.7793 -3.0750 1.495 0.374 1.204
C -2.8574 1.2877 -4.2038 -1.222 -0.081 -0.799
C -4.1486 0.8310 -4.4895 0.689 0.185 0.208
C -4.7871 -0.1122 -3.6534 0.271 -0.159 0.497
C -4.1461 -0.6172 -2.5159 -0.570 -0.086 -0.937
C -2.8782 -0.1418 -2.2453 0.226 -0.486 -0.544
N 0.1983 -1.6029 0.6588 5.741 0.920 -4.380
H 8.2860 -2.4948 -0.6199 -0.146 -0.018 0.084
H 7.3499 -4.2060 0.9186 -0.067 0.144 -0.054
H 4.9445 -4.0913 1.6305 0.053 0.040 -0.017
H 1.3641 -5.2298 2.2161 -0.087 0.025 -0.037
H -0.5783 -6.8246 2.3824 -0.089 0.124 -0.079
H -2.8182 -6.1774 1.5609 0.149 0.092 0.006
H -3.2085 -3.9086 0.5391 0.033 -0.098 -0.073
H 6.8326 -0.6269 -1.4735 0.016 -0.082 0.049
H 5.5850 2.4792 -3.3260 0.016 0.035 -0.042
H 5.3633 4.1288 -5.2134 -0.131 -0.011 0.033
H 3.1090 4.7866 -6.0346 0.061 -0.064 0.103
H 1.0471 3.8033 -4.9790 0.036 0.039 -0.027
H -2.3405 2.0025 -4.8341 -0.081 -0.055 0.046
H -4.6640 1.2018 -5.3724 0.038 -0.069 0.159
H -5.7865 -0.4595 -3.9054 0.159 0.076 0.050
H -4.6108 -1.3589 -1.8770 0.024 0.015 -0.184
S 1.0202 0.8130 7.5006 -0.017 -0.043 -1.038
N 1.9688 1.5855 6.3946 -0.702 -0.665 -1.302
C 1.5740 1.1826 5.1693 -1.393 -1.128 2.686
C 2.1285 1.6054 3.9269 0.415 0.312 -0.079
C 3.1982 2.5409 4.0121 -0.226 -0.149 -0.355
C 3.8147 3.0229 2.8780 -0.050 0.117 0.993
C 3.3439 2.5553 1.6876 -1.385 -1.611 -0.745
N 2.3297 1.6678 1.5953 -0.622 -1.492 0.953
C 1.6145 1.0984 2.6978 1.144 0.892 0.072
C 0.4065 0.0492 2.7528 0.829 -0.032 -0.030
N -0.3131 -0.6275 1.7157 1.354 3.158 3.311
C -1.3267 -1.5011 1.9002 -2.046 4.267 5.894
C -1.7926 -1.8472 3.1334 -0.340 -0.688 1.194
C -1.1716 -1.2543 4.2112 -0.130 -0.382 -0.411
C -0.1025 -0.3323 4.0286 0.283 0.084 1.136
C 0.4570 0.2124 5.2201 1.154 1.025 0.984
N 0.0673 -0.0659 6.4812 0.584 0.472 -0.640
H 3.5532 2.8967 4.9788 -0.417 -0.350 -0.084
H 4.6292 3.7345 2.9279 -0.057 -0.050 -0.026
H 3.7656 2.8766 0.7400 -0.137 -0.139 -0.020
H -1.7521 -1.9154 0.9914 -7.922 3.202 6.445
H -2.6067 -2.5501 3.2576 0.058 0.067 -0.015
H -1.5226 -1.5117 5.2100 0.287 0.355 -0.200
F -8.5091 3.2744 0.2299 0.228 -0.363 -0.339
C -8.1587 2.2244 -0.5629 -0.375 -0.003 0.034
F -8.9912 1.2027 -0.2201 0.590 0.409 -0.143
F -8.5052 2.5800 -1.8306 0.232 -0.090 0.475
C -6.6932 1.8763 -0.4427 0.416 -0.235 0.078
C -6.2799 0.6056 -0.0139 0.187 0.117 -0.081
C -4.9197 0.2991 0.0920 -0.922 0.184 0.261
C -3.9540 1.2588 -0.2296 0.437 0.039 0.874
C -4.3576 2.5276 -0.6577 -0.673 0.341 -0.087
C -5.7175 2.8341 -0.7635 0.048 -0.239 0.035
C -2.5580 0.9434 -0.1207 -7.557 2.717 0.617
C -1.3973 0.6811 -0.0304 3.623 4.143 3.346
H -7.0172 -0.1553 0.2410 0.151 0.244 -0.073
H -4.6211 -0.6932 0.4267 0.057 0.291 -0.027
H -3.6182 3.2856 -0.9116 -0.096 -0.257 0.087
H -6.0168 3.8270 -1.0985 0.044 -0.235 0.077
H 0.7333 2.4313 0.6878 -1.001 0.289 -0.811